Formula: C14H26N3O8RuS5Se
Source: the Open Molecules 2025 dataset
Level of theory: ωB97M-V with the def2-TZVPD basis set

Properties
**DFT total energy**: -5802.47923 Ha

Structure (ORCA input):
```
! RIJCOSX wB97M-V def2-TZVPD def2/J DEFGRID3
* xyz -1 1
Ru 1.0865 0.5301 0.9796
C 3.7349 0.1499 -0.4503
C 3.0833 0.4733 0.8711
S 4.0906 0.5254 2.1745
C 1.0981 2.2167 0.2648
C 2.2517 3.1856 0.1652
S -0.4022 3.0394 -0.2830
H 4.8212 0.1638 -0.3730
H 3.4183 0.8525 -1.2301
H 3.3980 -0.8385 -0.7597
H 3.1783 2.6991 -0.1364
H 2.4293 3.6121 1.1604
H 2.0394 4.0212 -0.5077
C -0.8542 -2.5319 0.7634
S 0.9017 -2.3281 1.0031
O 1.0812 -1.4286 2.1680
O 1.4432 -3.6477 1.1996
O 1.3838 -1.5669 -0.1682
H -1.1664 -3.4096 1.3282
H -1.0317 -2.6801 -0.3008
H -1.3593 -1.6289 1.1004
C -3.2005 -1.0066 -1.7420
N -2.2141 -0.6480 -2.7430
C -2.5505 -0.9542 -4.1166
C -1.7869 -0.0492 -5.0625
C -0.3126 -0.1861 -4.7417
N -0.0786 0.1099 -3.3455
C 1.2617 0.5202 -2.9852
C -0.9838 -0.1753 -2.3411
O -0.7133 -0.0101 -1.1578
H -4.1569 -0.5296 -1.9733
H -2.8760 -0.6508 -0.7694
H -3.3517 -2.0939 -1.7126
H -3.6280 -0.8282 -4.2348
H -2.3247 -2.0054 -4.3502
H -2.0979 0.9860 -4.9075
H -1.9832 -0.3211 -6.1000
H 0.2858 0.5080 -5.3354
H 0.0322 -1.2003 -4.9906
H 1.5419 1.4193 -3.5424
H 1.9927 -0.2675 -3.1939
H 1.2888 0.7352 -1.9295
O -1.1377 0.4416 1.7278
Se -2.2747 1.5829 1.5846
O -2.7414 1.9907 3.0658
O -1.4134 3.0522 1.0451
O -3.4289 1.3153 0.5187
S 1.2637 1.9194 2.9209
C 0.8184 0.7130 4.0492
N -0.4031 0.3700 4.3596
C -0.5495 -0.8632 5.1132
C 0.7259 -0.9729 5.9413
S 2.0181 -0.2077 4.8995
H -1.1903 0.8387 3.9094
H -0.6401 -1.6952 4.4097
H -1.4437 -0.8200 5.7333
H 0.9885 -2.0067 6.1515
H 0.6382 -0.4193 6.8762
*
```

---

Formula: C43H34CrN5O7P2S4
Source: the Open Molecules 2025 dataset
Level of theory: ωB97M-V with the def2-TZVPD basis set

Properties
**DFT total energy**: -5779.69228 Ha

Structure (ORCA input):
```
! RIJCOSX wB97M-V def2-TZVPD def2/J DEFGRID3
* xyz -2 4
Cr 0.9683 -0.9412 2.2521
S -1.1951 -1.7957 1.8793
C -1.2320 -2.1663 3.5634
S 0.2347 -1.8140 4.3826
C -2.3599 -2.6953 4.1816
C -3.5537 -2.9685 3.4419
N -4.5274 -3.2087 2.8688
C -2.3900 -3.0050 5.5778
N -2.4549 -3.2753 6.6986
C 3.4683 1.8898 3.6710
C 3.8134 0.5434 3.1530
N 3.0083 -0.4161 2.7338
C 3.8109 -1.4493 2.3099
C 5.1147 -1.1253 2.4845
N 5.0954 0.1391 3.0134
C 6.3952 -1.8088 2.1939
O 6.3025 -3.0094 1.6834
O 7.4471 -1.2454 2.4306
C 3.1722 -2.6931 1.7947
O 3.9107 -3.6246 1.4112
O 1.9167 -2.6809 1.8127
H 2.6719 2.3256 3.0691
H 4.3477 2.5342 3.6358
H 3.1161 1.8371 4.6981
H 5.9259 0.6465 3.2711
H 5.3116 -3.2919 1.5666
C -0.2066 -1.3859 -3.7629
P 0.2520 -0.9823 -1.9474
C -1.4287 -0.4219 -1.4126
C -2.6321 -0.9965 -1.8294
C -3.8520 -0.5107 -1.3809
C -3.8944 0.5748 -0.5132
C -2.7098 1.1659 -0.1047
C -1.4912 0.6709 -0.5519
C 0.3465 -2.7379 -1.3885
C -0.7032 -3.5370 -0.9463
C -0.5059 -4.8935 -0.7134
C 0.7447 -5.4667 -0.8999
C 1.8124 -4.6677 -1.2856
C 1.6097 -3.3171 -1.5244
P 0.3509 0.0795 -4.7298
C -0.5015 -0.1570 -6.3553
C -0.6860 0.9428 -7.1998
C -1.2258 0.7920 -8.4675
C -1.5931 -0.4696 -8.9261
C -1.4096 -1.5708 -8.1046
C -0.8632 -1.4156 -6.8326
C -0.7207 1.3988 -4.0218
C -0.1037 2.4920 -3.4208
C -0.8603 3.5114 -2.8494
C -2.2442 3.4416 -2.8782
C -2.8723 2.3495 -3.4703
C -2.1148 1.3384 -4.0392
H -1.2475 -1.6470 -3.9536
H 0.4402 -2.2132 -4.0606
H -2.6280 -1.8485 -2.4980
H -4.7713 -0.9893 -1.6992
H -4.8456 0.9473 -0.1523
H -2.7233 2.0058 0.5802
H -0.5688 1.1256 -0.2128
H -1.6719 -3.1052 -0.7309
H -1.3347 -5.4967 -0.3623
H 0.8874 -6.5266 -0.7255
H 2.8060 -5.0886 -1.3788
H 2.4508 -2.6876 -1.7993
H -0.4073 1.9307 -6.8483
H -1.3551 1.6584 -9.1060
H -2.0211 -0.5893 -9.9144
H -1.6905 -2.5585 -8.4517
H -0.7207 -2.2865 -6.2045
H 0.9794 2.5313 -3.3857
H -0.3669 4.3516 -2.3753
H -2.8379 4.2319 -2.4339
H -3.9539 2.2831 -3.4762
H -2.6081 0.4842 -4.4899
C 2.1458 0.6858 0.1004
O 1.2538 -0.3549 0.3922
H 2.1331 0.8917 -0.9775
H 3.1869 0.4419 0.3604
H 1.8880 1.6238 0.6185
O 0.1671 1.8341 7.7010
S 0.6921 2.4538 6.5202
O 1.9566 3.1427 6.6380
N 0.7648 1.4334 5.2428
C 0.0480 1.8635 4.2387
S -0.0062 1.2502 2.6569
C -0.7640 3.1019 4.5437
C -1.6791 3.7627 3.7415
C -2.3201 4.8815 4.2594
C -2.0521 5.3263 5.5522
C -1.1321 4.6624 6.3534
C -0.5050 3.5544 5.8188
H -1.8797 3.3943 2.7436
H -3.0417 5.4158 3.6531
H -2.5705 6.1945 5.9404
H -0.9125 4.9988 7.3592
*
```

---

Formula: CH2ClOP
Source: the Open Molecules 2025 dataset
Level of theory: ωB97M-V with the def2-TZVPD basis set

Properties
**DFT total energy**: -916.04462 Ha

Structure (ORCA input):
```
! RIJCOSX wB97M-V def2-TZVPD def2/J DEFGRID3
* xyz 0 1
C -0.1638 0.5214 0.0115
O -0.7438 2.5079 -1.8172
P 0.0647 2.5587 -0.6416
Cl -1.3950 1.2102 1.0653
H 0.5419 -0.2733 0.4605
H -0.6532 -0.0240 -0.7509
*
```

---

Formula: C5H9NO
Source: the Open Molecules 2025 dataset
Level of theory: ωB97M-V with the def2-TZVPD basis set

Properties
**DFT total energy**: -325.81390 Ha

Structure (ORCA input):
```
! RIJCOSX wB97M-V def2-TZVPD def2/J DEFGRID3
* xyz 0 1
C 1.9627 0.0480 -1.9048
N 0.8230 -0.2796 -1.1207
C 0.6120 -1.1777 -0.2619
C -0.8142 -0.9432 0.1676
O -1.5455 -1.3659 1.3143
C -0.9125 -0.0896 1.3370
C -1.5750 1.2562 1.3573
H 2.3391 1.0248 -1.5767
H 1.5731 0.1932 -2.9180
H 2.7765 -0.6856 -1.9197
H 1.3109 -1.9104 0.1801
H -1.4277 -0.7885 -0.7153
H -0.0202 -0.1330 1.9659
H -2.1416 1.4214 2.2759
H -0.7527 1.9836 1.3322
H -2.2078 1.4463 0.4869
*
```

---

Formula: C39H41P2SiYb
Source: the Open Molecules 2025 dataset
Level of theory: ωB97M-V with the def2-TZVPD basis set

Properties
**DFT total energy**: -3640.94612 Ha

Structure (ORCA input):
```
! RIJCOSX wB97M-V def2-TZVPD def2/J DEFGRID3
* xyz 2 2
C 0.5632 -1.4670 -2.8467
C -0.4739 -1.8791 -1.9598
C -1.8232 -1.7759 -2.4194
C -2.1186 -1.6272 -3.7877
C -1.0712 -1.3274 -4.6545
C 0.2343 -1.1826 -4.1791
P -0.1707 -2.0851 -0.1042
C -1.4420 -3.3089 0.4127
C -2.6733 -2.8854 0.9759
C -3.5953 -3.8558 1.3653
C -3.3257 -5.2151 1.2173
C -2.1162 -5.6336 0.6544
C -1.1755 -4.6741 0.2920
Yb -1.5160 0.3015 -0.5338
P 0.1994 2.5222 -0.4478
C -1.3157 2.6338 -1.4512
C -1.2207 2.9719 -2.8146
C -2.1723 2.4992 -3.6928
C -3.3111 1.8388 -3.2383
C -3.5336 1.6751 -1.8710
C -2.6252 2.2479 -0.9694
C -0.0131 3.6927 0.8871
C 0.7680 3.5467 2.0575
C 0.4458 4.3158 3.1558
C -0.6681 5.1707 3.1200
C -1.4397 5.2931 1.9575
C -1.1016 4.5736 0.8333
C 1.8766 2.6762 -1.2185
C 2.8790 1.6796 -1.0980
C 4.1034 1.8273 -1.7544
C 4.3300 2.9543 -2.5527
C 3.3366 3.9285 -2.7064
C 2.1354 3.8032 -2.0096
C 1.4457 -2.8564 0.0248
C 1.9228 -3.6978 -0.9865
C 3.1931 -4.2559 -0.9005
C 3.9929 -4.0177 0.2146
C 3.5134 -3.2026 1.2420
C 2.2588 -2.6088 1.1593
H 1.5785 2.8066 2.0630
H 1.0703 4.2509 4.0462
H -0.9077 5.7785 3.9847
H -2.3036 5.9482 1.9151
H -1.6821 4.6543 -0.0872
H -0.4349 3.6880 -3.0924
H -2.0422 2.6809 -4.7609
H -4.0385 1.4259 -3.9494
H -4.4469 1.1817 -1.5087
H -2.8494 2.1853 0.1137
H 2.6637 0.7355 -0.5863
H 4.8715 1.0536 -1.6741
H 5.2923 3.0893 -3.0514
H 3.4831 4.7778 -3.3729
H 1.3216 4.5077 -2.1610
H 1.2899 -3.8887 -1.8501
H 3.5455 -4.8889 -1.7117
H 4.9706 -4.4899 0.2873
H 4.1289 -3.0428 2.1261
H 1.8969 -1.9464 1.9507
H -2.9249 -1.8229 1.1172
H -4.5394 -3.5359 1.8068
H -4.0445 -5.9524 1.5651
H -1.8999 -6.6908 0.5198
H -0.2068 -4.9630 -0.0972
H -2.6677 -2.0595 -1.7733
H -3.1665 -1.7231 -4.1222
H -1.2044 -1.1288 -5.7213
H 0.9631 -0.8874 -4.9296
H 1.5890 -1.3418 -2.4783
H 0.1707 0.5946 -1.5492
H 0.3208 0.0696 -0.9415
C 0.9074 -1.8560 4.5921
Si 0.3468 -0.2379 3.8139
C -1.4764 -0.1314 3.4076
C 1.0222 1.1442 4.8938
H 0.3960 -2.7208 4.1411
H 0.6609 -1.8520 5.6631
H 2.0043 -1.9487 4.4952
H -1.8759 -0.0091 4.4270
H -1.7390 0.7658 2.8164
H -1.8759 -1.0510 2.9359
H 0.8339 0.9075 5.9471
H 2.1146 1.1988 4.7569
H 0.5883 2.1285 4.6604
*
```

---

Formula: CH11NO3
Source: the Open Molecules 2025 dataset
Level of theory: ωB97M-V with the def2-TZVPD basis set

Properties
**DFT total energy**: -325.15187 Ha

Structure (ORCA input):
```
! RIJCOSX wB97M-V def2-TZVPD def2/J DEFGRID3
* xyz 0 1
C 1.3112 -1.3776 1.0754
N 1.1437 -1.2660 -0.4054
H 1.7070 -2.3852 1.2697
H 2.0876 -0.6829 1.4517
H 0.3665 -1.2103 1.6186
H 0.2066 -1.4798 -0.6958
H 1.8496 -1.8396 -0.8217
O -1.4509 2.0239 -0.1175
H -0.4987 1.9422 -0.0785
H -1.9067 2.6897 0.5091
O -2.0703 -1.0659 -0.5057
H -2.9824 -0.8303 -0.3037
H -1.6424 -0.3063 -0.9466
O 1.2382 1.4350 -0.0093
H 1.1800 0.4674 -0.0201
H 2.0247 1.6183 -0.5373
*
```

---

Formula: C45H53BrCl3CsN2O7P2SSi
Source: the Open Molecules 2025 dataset
Level of theory: ωB97M-V with the def2-TZVPD basis set

Properties
**DFT total energy**: -7728.26768 Ha

Structure (ORCA input):
```
! RIJCOSX wB97M-V def2-TZVPD def2/J DEFGRID3
* xyz -2 1
Cs -0.7402 -1.4526 -1.6397
C -2.3958 0.1080 3.5788
N -1.7930 -0.6519 2.4878
P -2.4492 -2.2015 2.0683
C -2.8796 -2.8220 3.7700
C -4.0607 -2.5899 4.4726
C -4.2191 -3.0465 5.7739
C -3.1913 -3.7365 6.4034
C -2.0101 -3.9802 5.7167
C -1.8655 -3.5366 4.4095
C -4.1223 -1.7294 1.4820
C -5.0930 -2.7218 1.3476
C -6.3140 -2.4474 0.7550
C -6.5832 -1.1707 0.2753
C -5.6196 -0.1809 0.3894
C -4.3960 -0.4612 0.9853
P -0.1134 -0.5449 2.0725
C 0.7199 -1.2093 3.5825
C 0.5644 -0.7223 4.8821
C 1.1221 -1.3896 5.9618
C 1.8628 -2.5481 5.7592
C 2.0491 -3.0297 4.4723
C 1.4782 -2.3635 3.3947
C 0.1365 1.2599 2.2551
C 1.1368 1.8383 3.0258
C 1.3300 3.2146 3.0166
C 0.5318 4.0276 2.2290
C -0.4590 3.4571 1.4389
C -0.6476 2.0870 1.4496
H -2.1881 -0.3415 4.5549
H -3.4795 0.1334 3.4502
H -2.0289 1.1351 3.5741
H -4.8674 -2.0427 3.9994
H -5.1464 -2.8550 6.3013
H -3.3128 -4.0843 7.4223
H -1.2003 -4.5186 6.1941
H -0.9467 -3.7412 3.8715
H -4.8776 -3.7308 1.6838
H -7.0460 -3.2371 0.6387
H -7.5298 -0.9582 -0.2057
H -5.8086 0.8093 -0.0070
H -3.6346 0.3074 1.0450
H 0.0121 0.1932 5.0516
H 0.9780 -1.0062 6.9650
H 2.2997 -3.0675 6.6038
H 2.6332 -3.9261 4.3046
H 1.6040 -2.7483 2.3888
H 1.7946 1.2141 3.6173
H 2.1268 3.6472 3.6096
H 0.6956 5.0981 2.2090
H -1.0645 4.0789 0.7912
H -1.3967 1.6439 0.8022
Cl -1.3540 -2.5598 -7.1245
C -1.7367 -1.2409 -6.0005
Cl -0.4686 0.0111 -6.1433
Cl -3.3015 -0.5325 -6.4770
C -1.7817 -1.7120 -4.4702
O -1.3363 -2.8368 -4.2462
O -2.2141 -0.8335 -3.7113
C 6.0539 4.2965 -0.4849
C 5.2688 3.0354 -0.1311
C 6.2089 1.9331 0.3520
C 4.2423 3.3480 0.9551
O 4.6712 2.5727 -1.3286
Si 3.0773 2.2389 -1.7098
S 2.1797 0.8158 -0.5784
O 3.1777 1.9446 -3.3466
C 4.0010 1.0640 -4.0933
C 3.2133 0.7177 -5.3525
C 5.2879 1.8039 -4.4576
C 4.3252 -0.2073 -3.3140
O 2.3152 3.7202 -1.6378
C 1.3391 4.3241 -2.4657
C 0.2167 3.3365 -2.7781
C 1.9855 4.8362 -3.7520
C 0.7889 5.4990 -1.6602
H 6.6269 4.6574 0.3740
H 5.3642 5.0797 -0.8052
H 6.7409 4.0865 -1.3072
H 6.7540 2.2412 1.2490
H 6.9273 1.6879 -0.4334
H 5.6253 1.0391 0.5769
H 4.7503 3.7326 1.8455
H 3.6804 2.4514 1.2165
H 3.5263 4.0931 0.6044
H 2.9276 1.6341 -5.8734
H 2.3032 0.1768 -5.0897
H 3.8083 0.0985 -6.0283
H 5.0502 2.7021 -5.0327
H 5.9438 1.1652 -5.0561
H 5.8070 2.1055 -3.5477
H 3.4104 -0.6685 -2.9437
H 4.9486 0.0180 -2.4465
H 4.8553 -0.9121 -3.9607
H 0.5976 2.4897 -3.3496
H -0.5750 3.8206 -3.3560
H -0.2062 2.9500 -1.8495
H 2.3968 4.0019 -4.3180
H 2.7984 5.5246 -3.5074
H 1.2498 5.3616 -4.3672
H 0.3238 5.1304 -0.7442
H 0.0468 6.0570 -2.2366
H 1.6045 6.1718 -1.3854
Br -4.7136 -8.3158 -3.2976
C -4.6461 -6.4635 -2.8491
C -5.7055 -5.6488 -3.2059
N -5.7274 -4.3493 -2.9220
C -4.6796 -3.8415 -2.2695
C -3.5794 -4.5925 -1.8690
C -3.5605 -5.9426 -2.1739
C -2.4260 -3.9635 -1.0897
O -1.4540 -4.6854 -0.8252
O -2.5888 -2.7528 -0.7889
H -6.5581 -6.0571 -3.7372
H -4.6982 -2.7822 -2.0455
H -2.7044 -6.5350 -1.8798
*
```

---

Formula: C36H25InN5O10
Source: the Open Molecules 2025 dataset
Level of theory: ωB97M-V with the def2-TZVPD basis set

Properties
**DFT total energy**: -2603.30687 Ha

Structure (ORCA input):
```
! RIJCOSX wB97M-V def2-TZVPD def2/J DEFGRID3
* xyz -1 1
In -0.4258 0.5225 0.2073
O -2.1587 1.7506 -0.3510
C -2.0314 2.9022 -0.9315
C -3.0131 3.3043 -1.8749
C -2.9516 4.5123 -2.5283
C -1.9090 5.4070 -2.2679
C -0.9512 5.0568 -1.3445
C -0.9732 3.8256 -0.6708
C 0.0352 3.5938 0.3285
N 0.2068 2.4945 0.9701
N 1.0821 2.4800 2.0066
C 1.2034 1.2842 2.5464
O 0.6307 0.2110 2.1654
C 2.1350 1.1984 3.7100
C 2.1167 0.0668 4.5189
C 2.9864 -0.0379 5.5941
C 3.8902 0.9813 5.8578
C 3.9196 2.1089 5.0474
C 3.0450 2.2196 3.9787
H -3.8240 2.6094 -2.0602
H -3.7208 4.7794 -3.2444
H -1.8590 6.3614 -2.7767
H -0.1459 5.7487 -1.1185
H 0.6673 4.4372 0.6133
H 1.4194 -0.7269 4.2843
H 2.9688 -0.9185 6.2242
H 4.5828 0.8922 6.6865
H 4.6331 2.8997 5.2458
H 3.0502 3.0830 3.3291
O 2.5740 0.8396 -0.2807
C 3.3057 -0.0501 0.1048
C 3.0018 -1.4614 0.1730
C 4.0466 -2.3266 0.4619
C 3.8477 -3.6902 0.5445
C 2.5497 -4.2161 0.3780
C 1.5089 -3.3899 0.0942
C 1.6730 -1.9703 -0.0661
O 0.6721 -1.2819 -0.4232
N 4.9501 -4.5666 0.7899
O 4.7303 -5.7672 0.9093
O 6.0749 -4.0870 0.8880
H 4.3472 0.2020 0.3985
H 5.0464 -1.9377 0.6115
H 2.4086 -5.2819 0.4871
H 0.5045 -3.7732 -0.0316
O -2.1548 -1.0452 -0.9038
C -2.4967 -1.2297 0.2772
O -1.8858 -0.7359 1.2731
C -3.7066 -2.0818 0.5719
C -4.2288 -2.1123 1.8570
C -5.3585 -2.8697 2.1686
C -5.9263 -3.5838 1.1431
O -7.0314 -4.4014 1.1761
C -7.2319 -4.8433 -0.1600
O -6.1631 -4.3691 -0.9592
C -5.4031 -3.5596 -0.1396
C -4.2969 -2.8196 -0.4605
H -3.7345 -1.5259 2.6183
H -5.7720 -2.9005 3.1675
H -8.1829 -4.4473 -0.5367
H -7.2569 -5.9367 -0.1836
H -3.8801 -2.7946 -1.4576
N -0.5749 0.6466 -4.1643
C -0.8948 0.6645 -2.8481
N 0.0785 1.1118 -2.1014
C 1.1161 1.4277 -2.9700
C 2.3719 1.9876 -2.7480
C 3.1957 2.1845 -3.8394
C 2.7901 1.8564 -5.1385
C 1.5362 1.3316 -5.3840
C 0.7122 1.1285 -4.2852
H -1.1675 0.3268 -4.9065
H -1.8410 0.3246 -2.4542
H 2.6745 2.2558 -1.7482
H 4.1848 2.5995 -3.6917
H 3.4649 2.0283 -5.9673
H 1.2129 1.0935 -6.3899
*
```